Molecular formula: C5H6O2
Method: DFT, ωB97M-V with the def2-TZVPD basis set

Output
Orbital gap ... 10.1 eV
Spin multiplicity ... 1
Structure (SMILES) ... O=CC=C=CCO
Highest occupied orbital energy ... -9.799 eV
Calculated total energy ... -344.522385 a.u.

Geometry as XYZ:
```
13
C5H6O2 ωB97M-V with the def2-TZVPD basis set
O -3.7089 0.3381 -0.6149
C -2.5524 -0.0076 -0.5365
C -1.6430 0.4262 0.5483
C -0.4348 -0.0819 0.6413
C 0.7191 -0.6787 0.7513
C 2.0394 -0.2238 0.1721
O 1.9520 0.8363 -0.7423
H -2.0961 -0.6942 -1.2785
H -2.0351 1.1309 1.2789
H 0.7438 -1.6006 1.3330
H 2.7205 0.0077 1.0076
H 2.4867 -1.0634 -0.3701
H 1.6863 1.6316 -0.2647
```

---

Molecular formula: C42H40IrN5O4P2S
Method: DFT, ωB97M-V with the def2-TZVPD basis set

Output
Orbital gap (spin up / spin down) ... 4.8 / 4.1 eV
Spin multiplicity ... 2
Total charge ... +3
Highest occupied orbital energy (spin up / spin down) ... -15.795 / -15.778 eV
Calculated total energy ... -3383.233381 a.u.

Geometry as XYZ:
```
95
C42H40IrN5O4P2S ωB97M-V with the def2-TZVPD basis set
Ir -0.5474 -0.6150 -0.6942
C 2.4840 0.1059 1.6075
N 1.9184 -1.1307 1.0232
P 2.2556 -1.3790 -0.6702
C 4.0475 -1.1659 -0.7421
C 4.6314 -0.6486 -1.8983
C 6.0118 -0.5885 -2.0018
C 6.8071 -1.0281 -0.9530
C 6.2226 -1.5384 0.2029
C 4.8474 -1.6003 0.3221
C 1.9359 -3.1274 -1.0234
C 2.9304 -4.0948 -0.8704
C 2.6321 -5.4195 -1.1372
C 1.3822 -5.7784 -1.6262
C 0.4162 -4.8063 -1.8555
C 0.6937 -3.4887 -1.5501
P 0.2443 -1.4746 1.4017
C -0.0622 -0.6559 2.9753
C 0.6954 -1.0002 4.0960
C 0.4844 -0.3255 5.2850
C -0.4792 0.6751 5.3619
C -1.2641 0.9829 4.2598
C -1.0611 0.3115 3.0642
C 0.1940 -3.2390 1.7498
C -1.0560 -3.8531 1.6657
C -1.1940 -5.1800 2.0339
C -0.0864 -5.8909 2.4789
C 1.1589 -5.2804 2.5521
C 1.3075 -3.9539 2.1826
H 1.7166 0.8620 1.7818
H 3.2495 0.5146 0.9519
H 2.9448 -0.1234 2.5686
H 4.0136 -0.3019 -2.7185
H 6.4655 -0.1960 -2.9014
H 7.8843 -0.9747 -1.0325
H 6.8440 -1.8973 1.0125
H 4.3998 -2.0066 1.2209
H 3.9232 -3.8245 -0.5402
H 3.3886 -6.1769 -0.9808
H 1.1669 -6.8152 -1.8471
H -0.5318 -5.0768 -2.3003
H -0.0632 -2.7235 -1.7322
H 1.4300 -1.7951 4.0433
H 1.0673 -0.5855 6.1580
H -0.6259 1.2062 6.2927
H -2.0330 1.7404 4.3331
H -1.6855 0.5181 2.2061
H -1.9148 -3.2851 1.3230
H -2.1610 -5.6611 1.9819
H -0.1922 -6.9275 2.7693
H 2.0154 -5.8369 2.9087
H 2.2778 -3.4763 2.2479
C -1.8943 7.5851 -3.2857
C -0.4832 7.1102 -3.0091
S -0.4924 5.7394 -1.8264
O -0.7456 4.4898 -2.5106
O -1.3060 6.0339 -0.6787
C 1.2497 5.6036 -1.2726
C 1.3375 4.7921 0.0278
N 0.4868 3.5917 0.0418
C 0.7130 2.4554 -0.6365
N -0.2817 1.5880 -0.4342
C -1.2022 2.2080 0.3647
C -0.7319 3.4351 0.6844
N -1.3414 4.2999 1.6753
O -0.6294 5.0971 2.2473
O -2.5072 4.0722 1.9038
C 1.8558 2.2426 -1.5556
H -1.8648 8.2929 -4.1138
H -2.3199 8.0946 -2.4243
H -2.5449 6.7618 -3.5785
H 0.1344 7.8817 -2.5492
H 0.0081 6.6867 -3.8847
H 1.6552 6.6002 -1.1112
H 1.7498 5.1147 -2.1068
H 1.0338 5.3989 0.8712
H 2.3726 4.4837 0.1763
H -2.1357 1.7619 0.6537
H 2.7900 2.6375 -1.1563
H 1.6460 2.7428 -2.5044
H 1.9702 1.1807 -1.7630
N -10.3158 -1.8374 -2.0755
C -9.1757 -1.7184 -1.9629
C -7.7718 -1.5667 -1.8173
C -6.9051 -2.0841 -2.8046
C -5.5536 -1.9537 -2.6565
C -5.0221 -1.2910 -1.5152
C -5.9103 -0.7779 -0.5253
C -7.2602 -0.9085 -0.6768
C -3.6557 -1.1181 -1.3447
C -2.4407 -0.9628 -1.1908
H -7.3172 -2.5839 -3.6702
H -4.8819 -2.3526 -3.4038
H -5.5039 -0.2813 0.3445
H -7.9384 -0.5151 0.0675
```

---

Molecular formula: C2HN3O2
Method: DFT, ωB97M-V with the def2-TZVPD basis set

Output
Orbital gap ... 12.1 eV
Spin multiplicity ... 1
Highest occupied orbital energy ... -11.594 eV
Calculated total energy ... -391.581382 a.u.

Geometry as XYZ:
```
8
C2HN3O2 ωB97M-V with the def2-TZVPD basis set
C -0.3064 -0.1283 -0.1898
C -5.4277 0.1468 -0.3373
N -2.7949 2.0322 0.8344
N -3.2743 1.5296 0.0069
N -1.1860 -0.8312 -0.3958
O -4.6997 -0.6242 -0.7665
O -6.1579 0.8489 0.1629
H -1.8656 -1.6269 -0.3232
```

---

Molecular formula: C18H22ClN3O2S
Method: DFT, ωB97M-V with the def2-TZVPD basis set

Output
Orbital gap ... 6.5 eV
Spin multiplicity ... 1
Structure (SMILES) ... [H]/N=C(/C)Cc1c(Cl)cc(CCCCCCOC(=O)C=C)c2nsnc12
Highest occupied orbital energy ... -8.209 eV
Calculated total energy ... -1871.479821 a.u.

Geometry as XYZ:
```
47
C18H22ClN3O2S ωB97M-V with the def2-TZVPD basis set
H -1.7971 -2.4670 -2.0014
N -2.3676 -3.3377 -1.8884
C -3.7218 -3.0119 -1.7810
C -4.8430 -4.2000 -1.5506
C -4.2688 -1.4670 -1.8248
C -3.3987 -0.3947 -0.9412
C -3.3265 1.2231 -1.3467
Cl -4.3063 1.7964 -2.8534
C -2.4127 2.3169 -0.4783
C -1.5797 1.7807 0.8288
C -0.5860 2.7234 1.7780
C 0.9520 2.1053 1.5558
C 1.9839 3.2351 0.9527
C 2.4676 2.8711 -0.5937
C 3.9554 2.1802 -0.6396
C 3.9320 0.5267 -0.6748
O 3.0868 -0.0865 0.3658
C 2.7940 -1.5000 0.0815
O 1.9470 -1.9390 -0.8866
C 3.5220 -2.6531 1.0371
C 4.3029 -2.1637 2.2264
C -1.6456 0.1734 1.2854
N -0.8967 -0.4329 2.4654
S -1.3301 -2.1503 2.4759
N -2.4169 -2.1914 1.0801
C -2.5601 -0.8523 0.3912
H -4.4488 -4.9628 -0.7251
H -5.0142 -4.7906 -2.5463
H -5.8591 -3.7103 -1.1688
H -4.1771 -1.1157 -2.9617
H -5.4091 -1.3823 -1.5595
H -2.3460 3.4619 -0.7893
H -0.8559 2.4528 2.9002
H -0.6596 3.8658 1.5351
H 1.3156 1.5800 2.5371
H 0.8776 1.2540 0.7328
H 2.9618 3.2354 1.6219
H 1.4896 4.3192 1.0102
H 2.4864 3.8995 -1.1864
H 1.7096 2.1675 -1.1494
H 4.5110 2.5133 -1.6394
H 4.5727 2.5422 0.3088
H 3.6641 0.1290 -1.7585
H 5.0461 0.1796 -0.4386
H 3.4311 -3.8113 0.8552
H 5.3953 -1.7810 2.0503
H 3.8225 -2.1312 3.3080
```

---

Molecular formula: C2H3N3OS
Method: DFT, ωB97M-V with the def2-TZVPD basis set

Output
Orbital gap ... 10.5 eV
Spin multiplicity ... 1
Structure (SMILES) ... SCc1nnno1
Highest occupied orbital energy ... -10.052 eV
Calculated total energy ... -715.632305 a.u.

Geometry as XYZ:
```
10
C2H3N3OS ωB97M-V with the def2-TZVPD basis set
S -2.1873 -0.2675 -0.6456
C -0.9868 -0.0407 0.6463
C 0.4318 -0.0810 0.1634
N 1.1808 0.9736 -0.1467
N 2.3100 0.4308 -0.6080
N 2.3083 -0.8182 -0.5612
O 1.0688 -1.2078 -0.0587
H -1.9809 0.8915 -1.2778
H -1.0547 -0.8267 1.3923
H -1.0900 0.9460 1.0960
```

---

Molecular formula: H6O3
Method: DFT, ωB97M-V with the def2-TZVPD basis set

Output
Orbital gap ... 9.8 eV
Spin multiplicity ... 1
Highest occupied orbital energy ... -9.668 eV
Calculated total energy ... -229.242596 a.u.

Geometry as XYZ:
```
9
H6O3 ωB97M-V with the def2-TZVPD basis set
O -0.8587 0.7843 -0.0523
H -0.5881 1.5744 -0.5200
H -1.7542 0.9681 0.2314
O 1.5841 -0.0262 -0.3549
H 0.9109 -0.6151 -0.0139
H 1.1731 0.3974 -1.1084
O 0.0007 -1.3008 0.3748
H 0.1204 -1.1933 1.3184
H -0.5882 -0.5888 0.1249
```

---

> Look up the calculated total energy of the first one.

-344.522385 a.u.